w:
Computed, not measured: a cluster of 2 separate species, C4H12O2S in total, with the ωB97M-V functional and the def2-TZVPD basis.

Last column: natural (NBO) charge in e.
Geometry (Å):
C (-0.13, 0.91, 1.99)  -0.081
O (-0.49, -0.31, 2.64)  -0.730
C (-0.85, 0.94, 0.70)  -0.431
C (-0.20, -0.02, -0.23)  -0.433
C (-1.13, -0.20, -1.42)  -0.518
S (-0.38, 0.01, -3.06)  -0.090
H (-0.57, 1.57, 2.84)  0.183
H (0.87, 1.13, 2.11)  0.188
H (0.13, -1.01, 2.34)  0.448
H (-0.64, 1.98, 0.46)  0.220
H (-1.97, 0.62, 0.94)  0.228
H (-0.10, -1.00, 0.24)  0.191
H (0.83, 0.20, -0.42)  0.208
H (-1.41, -1.37, -1.37)  0.225
H (-2.10, 0.41, -1.36)  0.237
H (0.97, 0.40, -3.13)  0.152
H (2.29, -0.85, 1.21)  0.461
H (2.61, -1.83, 2.38)  0.474
O (2.88, -0.97, 1.93)  -0.932

The molecular weight comes out at 124.2 g/mol. As for the structure (SMILES): OCCCCS.O. Its spin multiplicity is 1. As for the HOMO-LUMO gap: 9.4 eV.

x:
Computed, not measured: a cluster of 2 separate species, C4H12O2S in total, with the ωB97M-V functional and the def2-TZVPD basis.

Last column: natural (NBO) charge in e.
Geometry (Å):
C (1.00, 1.52, 0.35)  -0.087
O (2.25, 0.55, 0.42)  -0.752
C (-0.42, 1.01, 0.77)  -0.436
C (-0.77, -0.42, 0.06)  -0.394
C (-2.08, -1.13, 0.67)  -0.533
S (-2.21, -2.71, -0.18)  -0.037
H (1.29, 2.33, 1.00)  0.187
H (0.76, 1.88, -0.71)  0.200
H (1.92, -0.12, 1.11)  0.465
H (-1.21, 1.70, 0.46)  0.221
H (-0.52, 0.72, 1.85)  0.193
H (-0.01, -1.10, 0.47)  0.184
H (-0.63, -0.36, -0.99)  0.222
H (-2.03, -1.40, 1.71)  0.222
H (-3.04, -0.55, 0.57)  0.225
H (-1.41, -3.47, 0.60)  0.120
H (2.43, 0.12, -3.42)  0.470
H (2.40, 0.55, -1.92)  0.486
O (2.27, 0.88, -2.80)  -0.957

The molecular weight comes out at 124.2 g/mol. As for the structure (SMILES): OCCCCS.O. Its spin multiplicity is 1. As for the HOMO-LUMO gap: 9.7 eV.

Most stable = x